(1)
75
Properties=species:S:1:pos:R:3:forces:R:3:lowdin_charge:R:1 method="wB97M-V/def2-TZVPD" total_charge=-1 lumo_energy_ev=2.18 orbital_gap_ha=0.239
C -1.5353 -2.2321 -3.5345 0.01 0.10 0.00 -0.040
C -1.1077 -3.2808 -2.5492 0.46 -1.02 0.44 -0.227
H -1.3036 -2.5330 -4.5609 -0.10 0.22 0.15 0.054
H -1.0576 -1.2625 -3.3332 -0.08 -0.24 0.06 0.056
H -2.6219 -2.0787 -3.4643 0.19 0.01 0.03 0.090
C -0.6556 -4.4961 -2.8825 -0.25 0.31 -0.07 -0.139
C -0.4372 -4.9898 -4.2747 0.00 -0.35 -0.38 -0.122
H -0.4359 -5.2288 -2.0984 0.05 0.34 -0.10 0.102
H -0.6673 -4.2438 -5.0480 0.07 -0.30 0.26 0.053
H -1.0620 -5.8766 -4.4562 0.14 0.10 -0.15 0.064
H 0.6091 -5.3015 -4.4149 -0.17 0.01 -0.03 0.062
Sr -0.1283 0.2031 -0.0562 -0.12 -1.09 -0.46 0.989
Cl -2.8756 -0.3624 0.3834 -0.06 0.39 0.37 -0.384
Cl -0.0110 1.5575 -2.5140 0.02 0.33 -0.01 -0.258
H 0.6428 5.0935 3.3923 0.06 -0.14 -0.10 0.090
H -1.5196 5.8020 2.0267 0.03 -0.07 -0.07 0.089
C 1.0525 4.7466 2.4346 -0.18 0.07 -0.10 -0.029
C -0.9890 5.4144 1.1503 -0.02 -0.20 -0.13 -0.046
N -0.0311 4.3934 1.5274 0.00 0.42 0.21 -0.187
H 1.6846 3.8695 2.5880 -0.13 0.17 -0.04 0.089
C -0.2165 3.1396 1.1158 0.74 -1.71 0.09 -0.315
O 0.4960 2.1699 1.4470 -0.83 1.48 -0.23 -0.142
H -1.7023 4.9349 0.4710 0.03 0.38 0.12 0.092
H -1.0706 2.9990 0.4179 0.27 0.20 0.27 0.132
H 1.6364 5.5709 2.0068 -0.04 -0.20 0.02 0.090
H -0.4991 6.2494 0.6399 -0.02 -0.11 0.01 0.090
H 1.5511 -1.6798 -3.3207 0.06 0.20 0.23 0.090
H 2.3599 -3.7917 -2.1278 0.16 0.27 0.15 0.089
C 2.3935 -1.1106 -2.9047 -0.29 -0.18 -0.13 -0.048
C 3.2511 -3.1903 -1.8825 0.00 0.19 0.05 -0.057
N 2.8993 -1.7906 -1.7225 0.35 0.10 0.46 -0.181
H 2.0565 -0.0962 -2.6734 0.05 -0.29 0.04 0.016
C 2.9153 -1.2158 -0.5039 -0.54 0.07 -0.63 -0.324
O 2.3765 -0.1391 -0.2298 0.72 -0.47 0.08 -0.146
H 3.6840 -3.5448 -0.9409 -0.05 -0.10 -0.22 0.081
H 3.4931 -1.7963 0.2499 -0.38 0.13 -0.19 0.142
H 3.1885 -1.0830 -3.6624 -0.02 0.05 0.13 0.087
H 3.9844 -3.2987 -2.6918 -0.05 -0.04 0.14 0.082
O 0.0085 -2.0281 -0.9590 1.73 1.45 0.37 -0.391
C -1.0482 -2.8303 -1.0884 -1.39 -0.21 0.13 -0.527
C 0.1411 -4.3560 0.6020 -0.12 -0.17 0.17 -0.050
C -1.0424 -3.9351 -0.0023 -0.41 0.27 -0.67 -0.173
H 1.0833 -3.9116 0.2744 -0.31 -0.03 0.08 0.101
C 0.1038 -5.3163 1.6180 -0.24 0.09 -0.38 -0.107
H -1.9914 -2.2579 -0.9170 0.07 -0.48 0.05 0.033
C -2.2676 -4.4492 0.4292 0.24 -0.28 0.17 -0.040
H 1.0393 -5.6297 2.0825 -0.27 -0.04 -0.01 0.090
C -1.1204 -5.8808 1.9953 0.13 -0.03 0.15 -0.129
C -2.3133 -5.4435 1.4115 0.17 0.19 -0.23 -0.103
H -3.1723 -4.0400 -0.0245 0.15 -0.21 0.15 0.117
H -1.1356 -6.6623 2.7564 -0.05 0.20 -0.13 0.085
H -3.2725 -5.8774 1.7033 0.29 0.13 0.03 0.091
Si -0.3969 4.7964 -5.6214 -0.14 -0.09 0.36 0.086
Cl -0.6346 3.3050 -7.0491 -0.04 -0.04 -0.29 0.283
C 1.4308 4.8026 -5.2159 -0.01 0.02 0.03 -0.222
C -1.5193 4.3177 -4.2098 0.15 -0.04 0.00 -0.241
C -0.9441 6.4173 -6.3944 0.04 0.05 -0.14 -0.231
H 1.7328 3.8175 -4.8357 -0.12 0.22 -0.04 0.030
H 1.6618 5.5546 -4.4505 -0.02 -0.13 -0.10 0.028
H 2.0244 5.0273 -6.1128 -0.14 -0.04 0.18 0.025
H -0.3363 6.6654 -7.2747 -0.12 -0.04 0.17 0.024
H -0.8521 7.2390 -5.6711 -0.01 -0.14 -0.11 0.027
H -1.9939 6.3574 -6.7115 0.22 0.00 0.08 0.026
H -1.2135 3.3364 -3.8068 -0.12 0.32 -0.09 -0.072
H -2.5632 4.2558 -4.5490 0.25 0.03 0.04 0.032
H -1.4629 5.0489 -3.3920 -0.01 -0.10 -0.11 0.026
N 1.8674 -1.4013 5.4591 0.30 -0.22 -0.59 0.108
N 1.0053 -1.4141 4.3703 -0.96 -0.26 -0.83 -0.300
N -0.1127 -2.1650 4.3698 1.10 1.24 -0.99 0.122
C -0.5554 -1.9054 3.1184 0.15 -0.28 0.74 -0.201
N 0.2301 -1.0736 2.4271 1.06 0.13 1.41 -0.007
N 1.2622 -0.7620 3.2562 -1.34 -0.91 0.23 0.088
H 2.3490 -0.5069 5.4885 -0.37 -0.17 0.21 0.093
H 1.3558 -1.6826 6.2850 -0.03 0.36 -0.07 0.088
H -1.4690 -2.3524 2.7571 0.07 0.15 -0.26 0.105

***

(2)
68
Properties=species:S:1:pos:R:3:forces:R:3:nbo_charge:R:1 method="wB97M-V/def2-TZVPD" total_charge=+4 lumo_energy_ev="-15.18 / -15.18" orbital_gap_ha="0.171 / 0.171"
P -0.1070 0.9284 3.0276 0.53 0.94 1.06 1.131
C 0.0310 -0.5335 4.0926 0.09 -0.66 -0.57 -0.952
H -0.2825 -0.2761 5.1160 0.04 0.11 -0.34 0.301
H 1.0704 -0.8878 4.1033 -0.31 0.04 -0.03 0.279
H -0.6229 -1.3228 3.6994 0.19 0.04 0.30 0.261
C 1.2868 1.9820 3.5800 0.18 -0.07 -0.71 -0.949
H 1.1990 2.9830 3.1346 0.09 -0.15 0.35 0.237
H 2.2245 1.5266 3.2289 -0.17 0.16 0.22 0.258
H 1.3141 2.0547 4.6771 -0.14 -0.01 -0.29 0.307
C -1.5909 1.7619 3.6915 -0.14 -0.09 -0.71 -0.955
H -1.4273 2.0464 4.7397 0.02 -0.08 -0.25 0.305
H -2.4386 1.0670 3.6245 0.09 0.26 0.15 0.268
H -1.8129 2.6544 3.0924 -0.14 -0.09 0.35 0.233
P -3.0158 -0.0539 -1.4648 -1.31 0.90 -1.14 1.116
C -3.7075 -1.7097 -1.1814 0.81 -0.34 0.65 -0.950
H -4.6305 -1.8244 -1.7697 0.27 0.23 0.09 0.308
H -3.9231 -1.8417 -0.1131 -0.07 -0.11 -0.34 0.271
H -2.9732 -2.4583 -1.5040 -0.30 -0.01 0.08 0.265
C -4.4140 1.0389 -0.9757 0.66 0.22 0.51 -0.952
H -4.2172 2.0777 -1.2793 -0.24 -0.27 0.02 0.245
H -4.5162 1.0064 0.1187 -0.15 0.06 -0.25 0.260
H -5.3538 0.6885 -1.4301 0.37 0.05 0.03 0.307
C -3.0369 0.0501 -3.2997 0.68 0.05 0.17 -0.949
H -4.0736 0.0239 -3.6666 0.25 0.01 0.19 0.304
H -2.4856 -0.8081 -3.7065 -0.20 0.22 -0.02 0.269
H -2.5487 0.9732 -3.6416 -0.25 -0.25 -0.11 0.234
P 2.3891 -0.3959 -2.0421 1.53 0.64 -0.18 1.162
C 2.7930 -2.1416 -2.2522 -0.67 -0.46 0.37 -0.957
H 3.7239 -2.2315 -2.8318 -0.23 0.17 0.12 0.305
H 1.9714 -2.6447 -2.7797 0.38 -0.03 0.06 0.271
H 2.9282 -2.6000 -1.2647 0.00 0.01 -0.23 0.271
C 2.4351 0.2599 -3.7430 -0.77 0.18 0.28 -0.960
H 3.3401 -0.0976 -4.2531 -0.17 0.12 0.17 0.309
H 2.4121 1.3580 -3.7223 0.15 -0.27 -0.23 0.243
H 1.5477 -0.1101 -4.2749 0.28 0.12 -0.12 0.263
C 3.8786 0.2979 -1.2358 -0.27 0.13 0.42 -0.947
H 4.7260 0.3081 -1.9363 -0.26 -0.02 0.10 0.303
H 4.1307 -0.3228 -0.3653 0.00 0.19 -0.28 0.279
H 3.6701 1.3203 -0.8886 0.36 -0.28 -0.10 0.223
Zr -0.1948 1.0899 -0.3487 -0.37 -13.15 3.06 1.034
C -1.6235 -0.2311 1.1479 -2.83 -3.31 1.49 0.533
O -2.3173 -1.0106 1.6817 3.13 3.56 -2.08 -0.418
C -0.1175 -0.9277 -1.7624 -2.16 -3.90 -1.42 0.505
O -0.4032 -1.9581 -2.2545 1.71 4.56 2.00 -0.425
C 0.0516 2.4786 -2.1145 -0.60 1.37 -1.10 -0.303
C 1.1804 2.6476 -1.2848 0.89 1.10 -0.51 -0.241
C 1.0170 2.9456 0.0843 0.63 1.39 0.09 -0.232
C -0.2829 3.1558 0.6002 -0.39 1.82 0.24 -0.217
C -1.4154 2.9508 -0.2173 -0.47 1.69 0.22 -0.332
C -1.2476 2.6060 -1.5798 -0.57 1.99 -1.49 -0.227
H 0.1582 2.2657 -3.1785 0.08 -0.06 0.23 0.320
H 2.1787 2.5259 -1.7003 -0.21 0.17 0.10 0.309
H 1.8872 2.9859 0.7411 -0.18 0.22 -0.14 0.308
H -0.4348 3.4636 1.6337 0.19 -0.06 -0.23 0.310
H -2.4193 3.0959 0.1796 0.17 -0.07 -0.02 0.322
H -2.1111 2.5189 -2.2347 0.16 0.12 0.16 0.312
C -0.2023 -3.8017 0.7623 -0.29 -0.03 -0.19 -0.673
C 0.9234 -2.9210 1.1359 0.63 0.03 0.28 0.398
N 1.0961 -1.6113 0.9433 -0.73 0.38 -0.41 -0.532
C 2.3120 -1.2864 1.5100 0.63 0.08 0.29 -0.155
C 2.8937 -2.4072 2.0462 -0.47 0.29 -0.40 -0.038
N 1.9973 -3.4306 1.7894 0.28 0.55 0.09 -0.487
H 0.1173 -4.5271 0.0048 -0.13 0.03 0.17 0.270
H -0.5556 -4.3450 1.6469 -0.01 0.02 -0.26 0.275
H -1.0268 -3.2199 0.3536 -0.04 -0.05 0.02 0.215
H 2.6937 -0.2560 1.5011 -0.16 -0.70 0.07 0.208
H 3.8387 -2.5341 2.5509 -0.10 -0.15 0.02 0.276
H 2.1132 -4.4092 2.0589 -0.03 0.41 -0.09 0.467

***

(3)
96
Properties=species:S:1:pos:R:3:forces:R:3:lowdin_charge:R:1 method="wB97M-V/def2-TZVPD" total_charge=0 lumo_energy_ev=-0.15 orbital_gap_ha=0.293
C -3.3828 3.1094 0.5187 0.06 -0.40 1.02 0.050
N -2.3071 3.9668 -0.0266 0.25 0.10 -0.10 -0.425
O -2.5977 4.6826 -0.9559 0.11 0.00 0.19 0.083
O -1.2062 3.8989 0.5041 -0.31 0.04 -0.17 0.041
H -3.7749 2.4647 -0.2582 -0.12 0.25 -0.20 0.086
H -4.1219 3.7520 0.9911 -0.18 0.12 -0.49 0.105
H -2.9605 2.5058 1.3186 0.20 -0.07 -0.22 0.078
C 0.3023 1.1820 0.5534 0.09 -0.51 0.70 0.043
N -0.6751 0.3820 -0.2301 0.41 -0.47 0.79 -0.379
O -0.2898 -0.1287 -1.2492 -0.21 -0.04 -0.39 0.071
O -1.7435 0.1334 0.3214 -0.01 0.36 -0.45 0.020
H -0.1995 1.3509 1.4963 0.12 0.52 -0.02 0.065
H 0.6759 2.0712 0.0616 -0.29 0.01 -0.31 0.098
H 1.1193 0.4883 0.7503 0.05 0.05 -0.21 0.078
C 1.0118 -3.4509 3.1993 0.21 0.19 0.20 0.067
N 0.0008 -2.8193 2.3149 0.55 -0.57 -1.19 -0.404
O 0.1483 -1.6435 2.0485 -0.54 -0.02 0.44 0.054
O -0.7802 -3.5753 1.7484 -0.02 0.60 0.51 0.065
H 1.9384 -3.4249 2.6310 -0.02 -0.08 -0.09 0.083
H 0.6995 -4.4654 3.4031 -0.06 -0.01 0.09 0.101
H 1.1646 -2.8359 4.0801 -0.22 0.00 0.03 0.083
C -3.5108 -2.0856 -0.1750 0.08 0.37 -0.57 -0.155
C -4.5328 -0.9967 -0.5076 0.32 -0.36 1.26 -0.167
O -5.2985 -1.5476 -1.5668 -0.12 0.22 -0.64 -0.205
S -5.4244 -3.1318 -1.4349 0.46 0.18 0.31 0.585
O -5.1358 -3.6935 -2.7002 0.08 -0.08 -0.30 -0.214
O -6.6214 -3.4757 -0.7633 -0.30 -0.06 0.21 -0.216
O -4.2041 -3.3201 -0.4330 -0.21 -0.15 0.13 -0.178
H -3.1719 -2.0437 0.8541 -0.06 -0.25 0.03 0.118
H -2.6528 -2.0233 -0.8442 0.01 -0.02 0.05 0.119
H -4.0208 -0.0790 -0.7777 -0.23 -0.03 -0.42 0.090
H -5.1984 -0.8364 0.3471 0.03 0.12 -0.07 0.137
C -1.5355 0.6515 3.9749 -0.52 -1.04 0.62 -0.146
C -1.6767 -0.6468 4.8335 -0.30 0.08 -0.15 -0.146
O -0.3471 -1.0935 5.0813 0.48 0.18 0.47 -0.212
S 0.6448 0.1765 5.1118 -0.98 -0.53 -0.88 0.588
O 1.8994 -0.2623 4.6442 0.35 -0.07 -0.09 -0.204
O 0.5139 0.9155 6.3077 -0.14 0.09 0.56 -0.195
O -0.1489 0.9307 3.9550 0.71 0.57 -0.18 -0.221
H -2.1123 1.4279 4.4735 0.19 0.34 -0.28 0.131
H -1.8496 0.4699 2.9506 0.00 0.20 -0.07 0.105
H -2.1950 -1.4460 4.3082 0.09 0.01 -0.07 0.129
H -2.1921 -0.4585 5.7756 0.11 0.06 0.02 0.127
C -5.1135 0.2679 -4.1908 0.29 -1.08 -0.36 -0.165
C -4.3051 0.6072 -5.4186 0.07 0.27 -0.32 -0.132
O -3.0605 1.0914 -4.8687 0.22 0.34 0.20 -0.176
S -3.2759 1.6972 -3.4191 -0.42 0.18 -0.21 0.572
O -3.1246 3.1023 -3.3808 0.07 0.13 -0.23 -0.207
O -2.5739 0.8996 -2.4802 0.25 -0.30 0.27 -0.232
O -4.8332 1.3772 -3.3317 -0.30 -0.02 0.26 -0.181
H -4.7440 -0.6715 -3.7722 0.00 0.17 0.29 0.119
H -6.1772 0.1435 -4.3593 -0.10 0.45 0.06 0.144
H -4.7810 1.4095 -5.9842 0.13 0.00 -0.11 0.135
H -4.0169 -0.2183 -6.0605 -0.30 -0.15 0.02 0.141
C 6.1423 -1.3018 1.9897 0.48 -0.08 0.44 -0.142
C 5.8283 -2.7894 2.2649 -0.15 -0.34 -0.42 -0.136
O 4.4047 -2.9238 2.0403 -0.24 0.28 0.15 -0.202
S 4.0774 -1.9475 0.8229 0.75 0.03 0.45 0.563
O 2.7381 -1.5241 0.8564 -0.82 0.02 0.10 -0.210
O 4.6404 -2.5204 -0.3402 0.18 -0.11 -0.64 -0.201
O 4.9841 -0.7599 1.3493 -0.02 0.06 -0.20 -0.182
H 7.0263 -1.1972 1.3625 -0.14 -0.01 -0.17 0.132
H 6.3085 -0.7325 2.9018 -0.21 0.01 0.01 0.132
H 6.0354 -3.1305 3.2722 -0.04 0.15 0.08 0.134
H 6.3118 -3.4410 1.5380 0.20 0.05 0.11 0.126
C 0.5546 -3.4051 -1.9698 -0.82 -0.34 0.16 -0.142
C 1.0681 -2.2914 -2.8580 0.27 -0.60 0.06 -0.151
O 1.5157 -2.9968 -4.0375 0.21 -0.27 0.09 -0.191
S 0.6831 -4.3417 -4.2663 -0.32 0.56 -0.18 0.578
O 1.5539 -5.4542 -4.3034 0.50 -0.25 0.18 -0.220
O -0.2213 -4.1396 -5.3381 -0.31 -0.01 -0.07 -0.225
O -0.1170 -4.3020 -2.8915 0.17 0.15 -0.08 -0.190
H -0.2112 -3.0965 -1.2603 0.12 0.16 0.00 0.119
H 1.3232 -3.9731 -1.4460 0.22 0.18 -0.11 0.134
H 1.9365 -1.8273 -2.3992 -0.07 0.32 -0.18 0.130
H 0.2883 -1.5977 -3.1576 0.04 0.16 0.19 0.120
N 3.3961 3.6522 -3.2390 -0.28 -0.04 0.48 -0.002
C 3.2589 2.2891 -3.2026 0.23 0.34 -0.73 -0.143
C 1.9239 1.9951 -3.1235 0.41 -0.05 0.66 -0.103
C 1.2460 3.2329 -2.9148 -0.34 0.15 -0.25 -0.106
C 2.1651 4.2378 -3.0354 0.63 -0.19 -0.02 -0.132
H 4.2795 4.1236 -3.1794 -0.04 0.10 -0.11 0.139
H 4.1444 1.6848 -3.3128 -0.17 -0.22 -0.06 0.105
H 1.5419 0.9905 -3.1803 -0.29 0.06 0.22 0.077
H 0.2113 3.4121 -2.6638 -0.09 -0.19 -0.33 0.089
H 2.0757 5.3099 -3.0487 -0.15 0.00 0.21 0.105
N 2.5706 4.4132 2.9392 0.23 -0.24 0.45 0.016
C 3.9215 4.1887 2.8741 0.01 -0.02 -0.56 -0.138
C 4.1157 2.8679 2.5623 -0.16 -0.04 -0.04 -0.099
C 2.8310 2.2528 2.4995 0.10 0.10 0.32 -0.104
C 1.9090 3.2258 2.7758 -0.13 0.04 -0.17 -0.138
H 2.1490 5.2881 3.1884 -0.06 -0.02 0.00 0.144
H 4.6354 4.9899 2.9560 -0.05 0.06 0.06 0.104
H 5.0630 2.3986 2.3550 0.03 0.00 0.11 0.085
H 2.6044 1.2087 2.3577 0.10 -0.01 -0.05 0.077
H 0.8417 3.1501 2.8922 -0.02 0.13 -0.10 0.099

***

Energy relative to the best compared isomer or geometry (same formula, charge and spin) (computed, kJ/mol): 0.0 37.7 0.0